Computed, not measured: a molecular structure, C43H65ClN5ORuSi3 in a non-equilibrium geometry, with wB97M-V/def2-TZVPD.

Values from the calculation:
* <S²>: 6.033
* 2S+1: 5
* total charge: +3
* HOMO level (spin up / spin down): -13.80 / -14.13 eV
* calculated total energy: -93857.66171 eV

```
119
Properties=species:S:1:pos:R:3:lowdin_spin:R:1
Ru -0.176 -1.913 0.682 2.5442
C -1.186 6.257 0.073 0.0012
C -0.270 5.070 0.390 0.0003
C 0.891 5.569 1.251 0.0033
C -1.091 4.096 1.251 0.0002
C 0.215 4.402 -0.954 0.0021
O -0.849 3.597 -1.474 0.0027
C 0.578 5.360 -2.130 0.0133
C 1.940 6.080 -2.239 0.0415
C 2.110 7.460 -1.673 0.2234
C 1.193 8.475 -1.982 0.0531
C 1.393 9.773 -1.562 0.0707
C 2.539 10.094 -0.818 0.2279
Cl 2.805 11.691 -0.307 0.2059
C 3.472 9.093 -0.512 0.0819
C 3.253 7.801 -0.941 0.0497
C 1.391 3.405 -0.862 0.0005
N 1.151 2.213 -0.078 0.0033
C 0.293 1.229 -0.283 0.0102
N 0.431 0.306 0.673 0.0581
C 1.438 0.801 1.435 0.0085
N 1.888 1.949 1.016 0.0041
H -1.674 6.593 0.986 0.0001
H -1.979 6.004 -0.631 0.0000
H -0.641 7.107 -0.327 0.0010
H 0.503 6.140 2.092 0.0001
H 1.552 6.227 0.709 0.0024
H 1.480 4.751 1.660 0.0002
H -1.479 4.638 2.110 0.0000
H -0.498 3.278 1.639 0.0000
H -1.940 3.687 0.703 0.0000
H -1.601 4.161 -1.683 0.0000
H -0.230 6.074 -2.274 -0.0001
H 0.537 4.699 -3.002 -0.0002
H 2.080 6.227 -3.317 0.0205
H 2.764 5.436 -1.935 -0.0001
H 0.330 8.230 -2.582 -0.0006
H 0.703 10.567 -1.803 0.0001
H 4.349 9.369 0.053 0.0004
H 3.973 7.024 -0.720 -0.0007
H 2.286 3.848 -0.439 0.0002
H 1.622 3.071 -1.877 0.0000
H -0.401 1.217 -1.098 0.0002
H 1.831 0.309 2.304 0.0006
C -1.565 -1.047 -4.993 -0.0001
C -0.627 -0.685 -4.035 0.0013
C -0.725 -1.198 -2.755 0.0147
C -1.756 -2.080 -2.407 0.0107
C -2.681 -2.446 -3.390 0.0005
C -2.588 -1.926 -4.671 0.0004
Si -1.954 -2.711 -0.668 0.0375
C -3.097 -4.189 -0.598 0.0058
C -2.745 -5.450 -1.087 0.0011
C -3.671 -6.473 -1.166 0.0001
C -4.982 -6.258 -0.767 0.0005
C -5.363 -5.010 -0.302 0.0002
C -4.433 -3.987 -0.219 0.0006
C -2.535 -1.331 0.549 0.0215
C -2.764 -0.036 0.066 0.0069
C -3.495 0.885 0.794 -0.0007
C -4.033 0.525 2.019 0.0047
C -3.868 -0.767 2.506 -0.0006
C -3.139 -1.681 1.771 0.0070
H -1.489 -0.657 -5.996 0.0000
H 0.185 -0.024 -4.295 0.0001
H 0.041 -0.930 -2.016 0.0114
H -3.472 -3.144 -3.157 0.0001
H -3.307 -2.217 -5.421 0.0000
H -1.735 -5.644 -1.428 0.0000
H -3.375 -7.437 -1.550 0.0000
H -5.708 -7.054 -0.837 0.0000
H -6.386 -4.829 -0.011 0.0000
H -4.769 -3.016 0.112 0.0001
H -2.383 0.236 -0.908 0.0004
H -3.668 1.873 0.399 -0.0001
H -4.611 1.240 2.583 0.0003
H -4.342 -1.059 3.432 -0.0001
H -3.076 -2.710 2.115 0.0008
N 1.246 -4.094 5.972 0.0011
C 0.269 -3.136 5.336 0.0024
C 0.614 -2.921 3.855 0.0064
N -0.350 -2.082 3.159 0.0600
H 1.026 -4.248 6.966 0.0001
H 2.211 -3.745 5.921 0.0000
H 1.225 -5.012 5.508 0.0000
H 0.316 -2.216 5.923 0.0003
H -0.717 -3.590 5.463 0.0002
H 0.636 -3.885 3.339 0.0004
H 1.610 -2.483 3.750 0.0000
H -0.388 -1.124 3.503 0.0027
H -1.289 -2.465 3.225 0.0011
C 2.275 -6.249 0.522 0.0047
Si 0.940 -4.984 0.087 0.0270
C 0.581 -5.141 -1.752 0.0022
C -0.495 -5.487 1.238 0.0133
C 1.457 -3.202 0.473 0.0677
Si 3.015 -2.513 -0.395 0.0170
C 2.565 -1.326 -1.790 0.0066
C 4.140 -3.842 -1.113 0.0011
C 4.066 -1.574 0.871 0.0027
H 1.805 -7.222 0.644 0.0008
H 2.784 -6.019 1.458 0.0001
H 3.033 -6.353 -0.245 0.0001
H 0.274 -6.149 -2.019 0.0003
H 1.501 -4.942 -2.297 0.0001
H -0.160 -4.441 -2.145 0.0005
H -1.085 -6.302 0.838 0.0008
H -1.200 -4.679 1.475 0.0074
H -0.068 -5.857 2.172 0.0004
H 1.707 -3.241 1.553 0.0149
H 1.887 -1.777 -2.514 0.0001
H 3.470 -1.052 -2.324 0.0008
H 2.112 -0.406 -1.427 0.0007
H 3.682 -4.415 -1.914 0.0000
H 4.498 -4.544 -0.363 0.0000
H 5.013 -3.350 -1.534 0.0002
H 3.748 -0.549 1.025 0.0002
H 5.094 -1.530 0.522 0.0003
H 4.090 -2.077 1.839 0.0002
```



Computed, not measured: 2 unconnected molecules or ions with the total composition C7H18N5O3S, with wB97M-V/def2-TZVPD.

Values from the calculation:
* 2S+1: 1
* total charge: +1
* HOMO level: -11.85 eV
* calculated total energy: -31969.94933 eV

```
34
Properties=species:S:1:pos:R:3:nbo_charge:R:1
N 0.051 -3.933 -1.617 -0.8778
C 0.221 -2.590 -1.797 0.5816
N 1.253 -1.835 -1.411 -0.4049
C 0.956 -0.613 -1.794 0.2772
N -0.226 -0.565 -2.397 -0.3109
N -0.708 -1.824 -2.411 -0.1499
C -1.992 -2.233 -2.959 -0.4992
S -3.275 -2.000 -1.674 2.0212
O -4.436 -1.470 -2.294 -0.8776
O -3.317 -3.213 -0.929 -0.8987
H 0.488 -4.589 -2.235 0.4348
H -0.417 -4.241 -0.785 0.4385
H 1.580 0.244 -1.635 0.2548
H -0.716 0.238 -2.766 0.4599
H -1.902 -3.283 -3.200 0.2952
H -2.212 -1.673 -3.860 0.2649
H -2.690 -1.043 -0.895 -0.0157
C 2.036 2.462 3.242 -0.6163
C 1.495 3.054 1.944 -0.0861
C 0.061 2.622 1.605 -0.0755
O -0.072 1.293 1.115 -0.5761
C -0.052 0.282 2.111 -0.2503
N 2.439 2.757 0.859 -0.8107
H 2.361 1.429 3.121 0.2001
H 2.905 3.028 3.574 0.2324
H 1.289 2.498 4.037 0.2094
H 1.468 4.139 2.070 0.2022
H -0.303 3.262 0.797 0.1825
H -0.610 2.774 2.458 0.1764
H -0.536 0.615 3.031 0.1872
H 0.967 -0.043 2.329 0.1762
H -0.600 -0.579 1.723 0.1699
H 2.157 3.258 0.020 0.3481
H 2.339 1.774 0.623 0.3371
```



Computed, not measured: a molecular structure, C41H44BrN3O5PSc in a non-equilibrium geometry, with wB97M-V/def2-TZVPD.

Values from the calculation:
* ΔE to the lowest compared entry with this formula, charge and spin: 62.3 kcal/mol
* 2S+1: 1
* total charge: +2
* HOMO level: -12.66 eV
* calculated total energy: -157958.05523 eV

```
96
Properties=species:S:1:pos:R:3:lowdin_charge:R:1
Sc 0.310 0.673 -0.340 1.0319
C 0.163 3.570 1.465 -0.0193
O 0.265 3.076 0.123 -0.2632
C 1.267 3.742 -0.631 -0.1653
C 0.995 3.412 -2.057 -0.1219
O 0.918 1.977 -2.228 -0.2086
C 1.885 1.412 -3.158 -0.1196
C 3.048 0.844 -2.427 -0.1771
O 2.584 -0.233 -1.622 -0.2428
C 3.700 -0.991 -1.136 -0.0558
H -0.062 4.634 1.437 0.1095
H 1.098 3.405 2.005 0.1095
H -0.647 3.041 1.954 0.0874
H 2.256 3.411 -0.311 0.1377
H 1.194 4.820 -0.494 0.1497
H 1.775 3.817 -2.696 0.1451
H 0.046 3.835 -2.364 0.1307
H 2.211 2.186 -3.848 0.1464
H 1.374 0.640 -3.722 0.0997
H 3.530 1.595 -1.791 0.1431
H 3.780 0.489 -3.156 0.1502
H 4.093 -1.630 -1.927 0.1117
H 3.381 -1.593 -0.292 0.0634
H 4.488 -0.315 -0.798 0.0999
C -2.443 2.408 -1.467 -0.0133
O -1.849 1.522 -0.510 -0.2371
C -2.727 0.785 0.394 -0.2714
C -4.227 1.218 0.516 -0.1329
C -4.745 1.499 1.888 -0.0227
C -4.010 1.303 2.972 -0.0450
C -2.598 0.925 2.864 0.0239
C -1.992 0.730 1.699 -0.1702
N -0.580 0.485 1.566 -0.0302
N 0.006 0.277 2.676 0.1059
C 1.341 0.183 2.824 -0.1514
C 2.286 0.574 1.848 -0.2675
O 1.883 0.976 0.666 -0.1357
C 3.659 0.590 2.167 0.0141
C 4.078 0.163 3.390 0.0378
C 3.174 -0.291 4.399 -0.1591
C 3.647 -0.751 5.643 -0.0107
C 2.770 -1.175 6.606 -0.0501
C 1.391 -1.147 6.344 -0.0444
C 0.909 -0.707 5.133 -0.0290
C 1.795 -0.265 4.136 -0.0983
H -2.781 3.316 -0.974 0.1170
H -3.266 1.925 -1.988 0.0987
H -1.668 2.654 -2.186 0.0756
H -4.507 2.036 -0.149 0.1459
H -5.775 1.837 1.962 0.1297
H -4.425 1.472 3.958 0.1164
H -2.004 0.862 3.767 0.1152
H 4.357 0.947 1.418 0.1235
H 5.141 0.165 3.618 0.1335
H 4.716 -0.761 5.828 0.1243
H 3.136 -1.526 7.563 0.1168
H 0.695 -1.475 7.108 0.1167
H -0.157 -0.695 4.943 0.1050
Br 3.140 -5.481 3.019 0.8440
C 2.080 -4.212 2.156 -0.6878
C 1.058 -3.577 2.837 -0.0832
C 0.328 -2.617 2.162 -0.1330
N 0.541 -2.267 0.886 0.0522
C 1.524 -2.918 0.252 -0.1772
C 2.318 -3.890 0.831 -0.0877
H 0.837 -3.811 3.872 0.1166
H -0.478 -2.100 2.679 0.1115
H 1.709 -2.627 -0.778 0.0918
H 3.102 -4.377 0.266 0.1171
C -1.148 -3.035 -1.691 -0.2152
P -0.980 -1.220 -1.862 1.0130
C -2.735 -0.791 -1.679 -0.3329
C -3.176 -0.572 -0.247 -0.1350
C -4.667 -0.169 -0.059 -0.1519
C -5.512 -0.110 -1.294 -0.0252
C -5.026 -0.383 -2.497 -0.0495
C -3.602 -0.731 -2.687 -0.0545
C -0.574 -0.969 -3.619 -0.3815
C -0.949 0.209 -4.273 -0.1257
C -0.549 0.450 -5.580 -0.0623
C 0.247 -0.476 -6.244 -0.0553
C 0.640 -1.641 -5.597 -0.0529
C 0.231 -1.887 -4.290 -0.0800
H -0.217 -3.578 -1.827 0.0358
H -1.868 -3.352 -2.442 0.0692
H -1.527 -3.260 -0.697 0.0490
H -2.878 -1.418 0.378 0.1515
H -5.176 -0.766 0.696 0.1581
H -6.559 0.156 -1.169 0.1270
H -5.667 -0.351 -3.371 0.1144
H -3.271 -0.930 -3.700 0.1131
H -1.562 0.941 -3.761 0.0974
H -0.864 1.357 -6.083 0.1182
H 0.556 -0.292 -7.268 0.1179
H 1.255 -2.368 -6.114 0.1166
H 0.538 -2.810 -3.809 0.1034
```



Computed, not measured: C19H26N4O3S in the gas phase in a non-equilibrium geometry, with wB97M-V/def2-TZVPD.

Values from the calculation:
* ΔE to the lowest compared entry with this formula, charge and spin: 67.5 kcal/mol
* 2S+1: 1
* HOMO level: -8.25 eV
* structure (SMILES): CCN(CC)S(=O)(=O)c1ccc(N2CCN(c3ccccc3O)CC2)nc1
* calculated total energy: -43062.79599 eV

```
53
Properties=species:S:1:pos:R:3:nbo_charge:R:1
C -0.454 2.527 4.985 -0.6195
C 0.811 3.378 4.865 -0.2215
N 1.135 3.785 3.523 -0.7005
C 0.558 4.960 2.924 -0.2207
C -0.880 4.788 2.433 -0.6211
S 2.174 2.856 2.633 2.3515
O 2.777 3.693 1.637 -0.9412
O 3.019 2.138 3.546 -0.9454
C 1.136 1.670 1.801 -0.4504
C 0.916 0.414 2.352 -0.1280
C 0.085 -0.470 1.706 -0.3145
C -0.524 -0.070 0.496 0.4172
N -1.416 -0.837 -0.182 -0.4066
C -1.588 -2.257 0.020 -0.2120
C -0.766 -3.030 -1.018 -0.2266
N -1.247 -2.656 -2.334 -0.4824
C -0.846 -3.485 -3.419 0.0450
C 0.351 -4.183 -3.479 -0.2189
C 0.646 -4.974 -4.576 -0.2385
C -0.250 -5.068 -5.626 -0.1953
C -1.455 -4.390 -5.576 -0.2866
C -1.764 -3.609 -4.473 0.3641
O -2.963 -2.972 -4.410 -0.6831
C -1.048 -1.228 -2.561 -0.2322
C -1.837 -0.442 -1.511 -0.2341
N -0.282 1.143 -0.027 -0.4991
C 0.520 1.975 0.603 0.1047
H -0.543 2.155 6.003 0.2133
H -1.344 3.103 4.751 0.2035
H -0.404 1.678 4.307 0.2076
H 1.670 2.800 5.213 0.2341
H 0.718 4.273 5.490 0.1946
H 0.606 5.786 3.643 0.1924
H 1.208 5.201 2.080 0.2361
H -0.972 3.891 1.826 0.2095
H -1.575 4.718 3.266 0.2013
H -1.159 5.647 1.829 0.2153
H 1.421 0.152 3.269 0.2434
H -0.084 -1.446 2.128 0.2176
H -1.302 -2.552 1.027 0.2111
H -2.649 -2.489 -0.120 0.2056
H -0.904 -4.105 -0.887 0.2187
H 0.299 -2.784 -0.872 0.1747
H 1.060 -4.106 -2.668 0.2130
H 1.581 -5.512 -4.610 0.2136
H -0.016 -5.678 -6.485 0.2148
H -2.176 -4.464 -6.374 0.2230
H -3.049 -2.616 -3.513 0.4878
H -1.390 -0.968 -3.564 0.2191
H 0.018 -0.957 -2.480 0.1834
H -1.661 0.626 -1.624 0.2591
H -2.906 -0.657 -1.607 0.1914
H 0.697 2.928 0.123 0.2119
```